No. 1
27
Properties=species:S:1:pos:R:3:forces:R:3 method="wB97M-V/def2-TZVPD" spin_multiplicity=3 homo_lumo_gap_ha="0.304 / 0.186" e_homo_ev="-16.8 / -16.6" total_charge=+2
C 0.568 0.614 -0.650 -0.776 0.054 -0.918
C -1.313 0.769 0.788 -1.302 1.582 -0.173
C 3.129 -0.611 -2.768 -1.223 0.787 0.235
C 1.714 -1.157 1.291 -0.851 1.495 0.937
C -4.552 1.643 2.366 1.302 0.687 3.068
C 1.772 0.176 -2.751 0.417 -0.265 -0.144
C 0.188 -1.040 1.223 1.111 0.148 0.333
N 1.234 -0.172 -1.423 -0.819 1.338 1.069
N -0.183 0.252 0.487 1.117 -2.759 0.249
O -4.106 -0.849 1.399 -0.341 -0.764 -1.164
S -3.807 -0.041 2.572 -0.043 0.741 1.277
H 0.367 1.636 -0.968 0.249 -0.112 -0.165
H -1.585 1.666 0.189 0.252 -0.294 0.187
H 3.750 -0.209 -3.570 0.007 -0.698 -0.013
H 3.653 -0.470 -1.797 -0.238 0.050 -0.695
H 2.793 -1.662 -2.843 0.904 0.282 -0.427
H 2.045 -1.756 0.515 1.030 -1.493 -1.180
H 2.255 -0.229 1.243 -0.040 0.804 -0.250
H 2.056 -1.510 2.226 0.101 -1.030 0.957
H -4.872 2.111 3.350 0.638 -1.026 -0.847
H -5.352 1.671 1.732 -2.003 -0.502 -1.934
H -3.670 2.108 2.000 0.554 0.898 -0.488
H 1.000 -0.199 -3.443 0.616 -0.169 -0.043
H 1.787 1.262 -2.927 0.324 -0.297 0.516
H -0.278 -0.942 2.229 0.214 -0.208 -0.979
H -0.118 -1.956 0.675 -0.732 0.903 0.308
H 1.526 -1.104 -1.147 -0.468 -0.153 0.284

---

No. 2
26
Properties=species:S:1:pos:R:3:forces:R:3 method="wB97M-V/def2-TZVPD" spin_multiplicity=1 homo_lumo_gap_ha=0.317 e_above_lowest_kj_mol=218.7 e_homo_ev=-12.8 total_charge=+1
C 2.652 -1.182 -0.622 -1.574 -0.024 0.393
C 1.477 -0.635 -0.199 1.593 -1.094 0.029
C -1.547 0.493 0.662 0.895 1.000 -1.518
C -0.878 1.812 0.936 1.460 -2.182 -0.699
C -0.552 -2.324 0.974 1.531 0.259 -0.781
C 1.759 1.867 -1.682 3.370 1.175 1.087
C -1.412 -0.252 -0.596 -1.501 1.471 -1.923
N -2.343 0.043 1.547 -0.298 -0.918 1.529
N 0.705 1.374 -2.038 -3.071 -2.886 -4.195
P -0.066 -1.530 -0.651 0.367 0.048 0.861
H 2.725 -2.102 -1.233 -0.219 0.723 0.288
H 3.582 -0.739 -0.301 0.211 0.009 -0.015
H -1.606 2.509 1.057 -2.612 2.020 0.566
H -0.336 2.187 0.083 0.648 -0.388 -0.079
H 1.580 0.240 0.471 -0.467 -0.538 -0.414
H -1.573 -2.573 0.966 -1.423 -0.915 -0.525
H -0.507 -1.642 1.813 0.938 -0.158 0.381
H 0.068 -3.232 1.016 -0.297 0.384 0.654
H 2.804 1.489 -1.890 -1.105 0.700 -0.074
H 1.593 2.717 -1.028 0.892 0.245 0.433
H -2.358 -0.884 -0.809 1.397 1.138 0.283
H -1.205 0.529 -1.434 -0.464 -1.519 1.291
H -2.776 -0.839 1.403 -0.582 -0.724 -0.304
H -2.248 0.258 2.522 -0.246 0.820 0.407
H 0.801 0.620 -2.840 0.041 1.428 2.225
H -0.338 1.795 1.872 0.517 -0.073 0.100

---

No. 3
26
Properties=species:S:1:pos:R:3:forces:R:3 method="wB97M-V/def2-TZVPD" spin_multiplicity=1 smiles="CN(C)[C@H]1C(=[N+](C)C)[C@@H]1N" homo_lumo_gap_ha=0.319 e_above_lowest_kj_mol=490.8 e_homo_ev=-12.6 total_charge=+1
C 0.396 -0.799 0.238 -0.252 1.460 -0.597
C -0.830 -1.127 -0.605 0.111 -1.775 -3.825
C -0.759 0.181 -0.036 2.271 -2.949 0.436
C 2.023 -1.578 -1.337 -0.134 -0.722 -1.000
C 2.681 0.129 0.301 -5.822 0.350 0.880
C -0.811 2.088 1.318 -1.086 1.402 -1.629
C -2.623 1.600 -0.271 -3.121 -0.213 -2.737
N 1.570 -0.476 -0.551 -0.639 0.243 2.057
N -1.367 1.201 0.298 -0.671 2.313 0.310
N -1.852 -2.005 -0.182 -1.942 5.160 1.402
H 0.535 -1.224 1.236 -0.341 0.030 -0.089
H -0.587 -1.274 -1.751 -0.046 0.869 2.103
H 3.049 -1.472 -1.516 1.674 0.424 -0.268
H 1.965 -2.612 -0.989 -0.582 0.053 0.661
H 1.597 -1.529 -2.327 -0.434 -0.208 -0.388
H 3.038 -0.596 0.964 0.958 -0.858 1.154
H 3.265 0.415 -0.450 3.343 1.560 -2.244
H 2.179 1.012 0.821 1.144 -1.083 -0.487
H -0.123 1.593 1.849 1.898 -2.576 2.570
H -0.134 2.847 0.961 -0.632 0.886 -1.032
H -1.631 2.454 1.885 -0.366 0.526 0.630
H -2.749 2.617 -0.608 1.177 0.778 0.413
H -2.956 1.112 -1.244 1.271 -0.261 1.218
H -3.534 1.490 0.317 0.556 -0.465 0.983
H -2.812 -1.691 -0.370 0.905 -0.521 0.042
H -1.699 -2.918 -0.255 0.760 -4.421 -0.561

---

No. 4
29
Properties=species:S:1:pos:R:3:forces:R:3 method="wB97M-V/def2-TZVPD" spin_multiplicity=1 homo_lumo_gap_ha=0.363 e_above_lowest_kj_mol=311.2 e_homo_ev=-9.1
C 1.432 1.093 1.093 0.945 1.066 -0.113
C 2.197 -0.899 -0.138 0.277 0.456 0.838
C -3.005 -0.787 1.271 -2.301 -0.384 1.307
C 0.190 2.914 -1.323 0.068 1.023 -0.395
C -1.753 -0.651 0.520 0.709 1.007 -0.008
C -0.587 0.099 1.223 -4.483 3.562 -2.466
C 0.274 0.787 0.119 1.342 -0.945 -0.634
N 2.071 -1.972 0.741 0.163 -0.894 0.902
N 3.439 -0.942 -0.826 0.803 -0.921 -0.564
N -0.350 1.758 -0.700 -2.030 -3.369 0.575
N 1.101 -0.563 -0.878 -1.310 2.492 -0.457
O 1.293 1.903 1.986 -0.006 0.179 -0.478
O 2.456 0.280 1.023 -0.256 0.359 -1.421
H -2.922 -1.475 2.152 -0.237 0.270 -0.836
H -3.902 -1.065 0.595 1.475 0.213 1.257
H -3.226 0.190 1.728 -0.284 -0.174 -0.202
H -0.063 2.950 -2.443 0.691 0.037 1.657
H -0.203 3.797 -0.789 -0.161 -0.036 -0.651
H 1.244 2.976 -1.084 0.480 -0.139 -0.604
H -2.059 -0.308 -0.456 0.409 1.113 -0.377
H -1.337 -1.545 0.232 0.790 -2.648 -0.420
H -1.074 1.055 1.814 1.533 -2.457 -1.184
H -0.040 -0.520 1.858 0.876 -0.808 1.024
H 1.115 -2.122 1.040 0.192 0.057 0.190
H 2.708 -1.714 1.517 -0.922 -0.955 -0.310
H 4.117 -0.733 -0.089 0.298 -0.281 -0.629
H 3.579 -1.941 -1.179 -0.129 1.889 0.880
H -1.251 1.408 -1.150 1.804 0.651 1.260
H 1.443 -0.151 -1.801 -0.735 -0.363 1.862

---

Number 1: strongest force on any atom 3.4 eV/A, DFT total energy -23357.84568 eV. Number 2: strongest force on any atom 5.9 eV/A, DFT total energy -19778.51221 eV. Number 3: strongest force on any atom 5.9 eV/A, DFT total energy -11978.31109 eV. Number 4: strongest force on any atom 6.2 eV/A, DFT total energy -17571.60941 eV.